This record from OMol25 describes C9H16F3IN2O4PTeY as an isolated structure. The level of theory is ωB97M-V/def2-TZVPD.

Kohn-Sham gap: 8.83 eV
Maximum force: 0.975 eV/A
Charge: 0
HOMO level: -0.31448 Ha
Lowest unoccupied orbital energy: 0.01019 hartree

XYZ file:
```
38
C9H16F3IN2O4PTeY, DFT ωB97M-V/def2-TZVPD
Y 1.6541 1.1555 0.3103
C -2.9882 2.7739 0.7129
C -3.0002 1.6597 -0.3114
O -2.6352 0.3873 0.2621
P -1.1158 -0.0452 0.4639
O -0.2704 0.5076 -0.6718
Te -0.1547 0.5673 2.5606
O -1.2164 -1.6320 0.4439
C -2.0469 -2.3702 -0.4808
C -1.5412 -2.2831 -1.9057
H -3.3830 3.6837 0.2611
H -1.9759 2.9729 1.0622
H -3.6092 2.5088 1.5677
H -2.3242 1.8763 -1.1421
H -4.0037 1.4963 -0.7065
H -3.0703 -2.0003 -0.3949
H -2.0110 -3.3937 -0.1069
H -1.5455 -1.2531 -2.2597
H -2.1830 -2.8773 -2.5561
H -0.5281 -2.6736 -1.9748
F 4.8110 2.0540 -0.2729
C 3.9618 1.0167 -0.2072
F 3.8576 0.7691 1.2749
F 4.6722 -0.0590 -0.6365
I 2.0901 -5.1638 -1.6975
C 1.9714 -3.5183 -0.4552
C 1.6903 -3.5068 0.8929
N 1.7173 -2.2239 1.2765
N 1.9739 -1.3992 0.2553
C 2.1454 -2.1727 -0.8040
H 1.4832 -4.3066 1.5810
H 1.4435 -1.8279 2.1671
H 2.4014 -1.7527 -1.7621
C 0.7238 4.2390 0.6529
O 1.5213 3.1148 0.5392
H 1.3274 5.1554 0.6680
H 0.1369 4.2094 1.5850
H 0.0204 4.3114 -0.1912
```

Here are the natural (NBO) charges for atoms 1 to 6, given in e: 1.8777 -0.6417 -0.0602 -0.8371 2.0567 -1.2002